[1]
{
  "formula": "C2H3F2I",
  "method": "ωB97M-V with the def2-TZVPD basis set",
  "total_energy_ev": -15657.3529,
  "smiles": "CC(F)(F)I",
  "homo_lumo_gap_ev": 8.82,
  "e_homo_ev": -9.689,
  "de_lowest_kj_mol": 77.5,
  "elements": ["C", "C", "F", "F", "I", "H", "H", "H"],
  "xyz": [[-0.842, 0.389, -0.013], [0.415, -0.466, -0.005], [0.513, -1.382, -1.016], [0.522, -1.161, 1.120], [2.532, 0.883, -0.202], [-0.519, 1.248, -0.621], [-1.639, -0.100, -0.394], [-0.983, 0.588, 1.131]],
  "nbo_charge": [-0.71, 0.78, -0.34, -0.33, -0.13, 0.25, 0.23, 0.25]
}


[2]
{
  "formula": "C35H30CuN4O3Te",
  "method": "ωB97M-V with the def2-TZVPD basis set",
  "total_energy_ev": -100814.7745,
  "homo_lumo_gap_ev": [4.55, 7.49],
  "spin_multiplicity": 2,
  "e_homo_ev": [-4.960, -7.902],
  "de_lowest_kj_mol": 0.0,
  "elements": ["Cu", "O", "N", "O", "C", "C", "C", "C", "C", "C", "N", "C", "C", "N", "C", "C", "C", "C", "H", "H", "H", "H", "H", "H", "H", "C", "C", "C", "C", "C", "C", "Te", "N", "C", "O", "C", "C", "C", "C", "C", "C", "C", "C", "C", "C", "C", "C", "C", "C", "C", "C", "H", "H", "H", "H", "H", "H", "H", "H", "H", "H", "H", "H", "H", "H", "H", "H", "H", "H", "H", "H", "H", "H", "H"],
  "xyz": [[-0.405, -0.236, -0.567], [-0.826, -6.768, -4.127], [-1.000, -6.302, -2.993], [-1.482, -6.989, -2.070], [-0.656, -4.963, -2.764], [0.009, -4.295, -3.794], [0.395, -2.963, -3.669], [1.105, -2.257, -4.681], [1.463, -0.954, -4.480], [1.115, -0.319, -3.282], [0.439, -0.949, -2.321], [0.095, -2.231, -2.494], [-0.618, -2.918, -1.412], [-0.892, -2.176, -0.318], [-1.538, -2.724, 0.704], [-1.938, -4.049, 0.681], [-1.664, -4.826, -0.422], [-0.985, -4.278, -1.529], [0.227, -4.843, -4.697], [1.360, -2.770, -5.599], [2.015, -0.407, -5.233], [1.390, 0.712, -3.095], [-1.738, -2.083, 1.551], [-2.463, -4.466, 1.529], [-1.959, -5.860, -0.461], [-4.617, 6.119, -4.883], [-3.726, 5.349, -3.950], [-3.444, 5.817, -2.678], [-2.614, 5.135, -1.788], [-2.423, 5.737, -0.426], [-2.037, 3.946, -2.234], [-0.434, 2.890, -1.353], [-0.848, 1.534, 0.033], [-1.727, 1.923, 0.992], [-2.383, 2.958, 0.966], [-1.871, 0.978, 2.153], [-3.114, 0.924, 2.777], [-3.311, 0.082, 3.861], [-2.258, -0.685, 4.342], [-1.011, -0.614, 3.736], [-0.820, 0.208, 2.635], [0.689, 4.309, -0.279], [0.314, 4.740, 0.990], [1.137, 5.603, 1.696], [2.327, 6.030, 1.129], [2.695, 5.582, -0.129], [1.894, 4.708, -0.860], [2.361, 4.255, -2.220], [-2.335, 3.410, -3.503], [-1.836, 2.071, -3.998], [-3.177, 4.131, -4.335], [-5.053, 6.985, -4.388], [-5.429, 5.493, -5.254], [-4.057, 6.473, -5.750], [-3.897, 6.742, -2.341], [-3.337, 6.253, -0.136], [-1.617, 6.475, -0.433], [-2.212, 4.981, 0.322], [-3.914, 1.545, 2.400], [-4.283, 0.031, 4.334], [-2.408, -1.337, 5.193], [-0.188, -1.204, 4.117], [0.152, 0.265, 2.160], [-0.600, 4.379, 1.437], [0.843, 5.932, 2.684], [2.975, 6.707, 1.669], [3.632, 5.912, -0.562], [3.304, 4.740, -2.462], [1.651, 4.506, -3.011], [2.524, 3.176, -2.260], [-1.887, 1.285, -3.241], [-0.804, 2.110, -4.352], [-2.456, 1.744, -4.831], [-3.425, 3.717, -5.306]],
  "mulliken_spin": [0.00, 0.12, 0.05, 0.12, 0.08, 0.25, -0.02, 0.12, -0.08, 0.15, -0.05, 0.04, 0.01, 0.00, 0.04, -0.01, 0.05, 0.00, 0.04, 0.01, 0.00, 0.05, 0.03, 0.00, 0.01, 0.00, 0.00, 0.00, 0.00, 0.00, 0.00, 0.00, 0.00, 0.00, 0.00, 0.00, 0.00, 0.00, 0.00, 0.00, 0.00, 0.00, 0.00, 0.00, 0.00, 0.00, 0.00, 0.00, 0.00, 0.01, 0.00, 0.00, 0.00, 0.00, 0.00, 0.00, 0.00, 0.00, 0.00, 0.00, 0.00, 0.00, 0.00, 0.00, 0.00, 0.00, 0.00, 0.00, 0.00, 0.00, 0.00, 0.00, 0.00, 0.00]
}


[3]
{
  "formula": "CHN3OS",
  "method": "ωB97M-V with the def2-TZVPD basis set",
  "total_energy_ev": -18400.5726,
  "homo_lumo_gap_ev": 8.65,
  "e_homo_ev": -10.074,
  "de_lowest_kj_mol": 539.5,
  "elements": ["C", "N", "N", "N", "O", "S", "H"],
  "xyz": [[0.091, -0.468, -0.769], [0.690, -1.267, -0.034], [0.852, -0.682, 1.267], [0.534, 0.459, 1.426], [-1.512, 1.593, 0.176], [-0.084, 1.229, 0.008], [-0.571, -0.865, -2.074]],
  "nbo_charge": [-0.09, -0.33, 0.06, -0.30, -0.88, 1.28, 0.27]
}


[4]
{
  "formula": "C3H7NS2",
  "method": "ωB97M-V with the def2-TZVPD basis set",
  "total_energy_ev": -26384.0052,
  "smiles": "CNCC(=S)S",
  "homo_lumo_gap_ev": 8.63,
  "e_homo_ev": -8.580,
  "de_lowest_kj_mol": 112.9,
  "elements": ["C", "C", "C", "H", "H", "H", "H", "H", "H", "H", "N", "S", "S"],
  "xyz": [[-1.589, 0.590, -0.621], [0.707, 0.258, -0.221], [1.762, -0.627, 0.650], [-1.569, 0.748, -1.679], [-2.603, 0.321, -0.366], [-1.463, 1.599, -0.176], [-0.656, -1.173, -0.698], [0.793, 1.199, 0.252], [1.016, 0.374, -1.263], [-0.132, -0.821, 1.925], [-0.640, -0.362, -0.132], [1.183, -1.036, 2.217], [3.190, -1.070, 0.111]],
  "nbo_charge": [-0.42, -0.27, -0.34, 0.17, 0.20, 0.20, 0.37, 0.21, 0.20, 0.17, -0.63, 0.09, 0.05]
}


[5]
{
  "formula": "C5H8O",
  "method": "ωB97M-V with the def2-TZVPD basis set",
  "total_energy_ev": -7359.0401,
  "homo_lumo_gap_ev": 10.13,
  "e_homo_ev": -9.247,
  "de_lowest_kj_mol": 310.2,
  "elements": ["C", "C", "C", "C", "O", "C", "H", "H", "H", "H", "H", "H", "H", "H"],
  "xyz": [[1.658, 0.354, -0.242], [0.341, 0.173, 0.506], [-0.435, -1.156, 0.327], [-1.745, -0.211, -0.173], [-2.911, -0.324, -0.466], [-0.816, 0.892, -0.138], [1.537, 0.078, -1.299], [1.981, 1.404, -0.221], [2.454, -0.260, 0.186], [0.455, 0.425, 1.564], [-0.817, -1.590, 1.242], [0.136, -1.924, -0.228], [-1.042, 1.972, -0.033], [-0.744, 0.059, -1.131]],
  "nbo_charge": [-0.61, -0.25, -0.51, 0.48, -0.57, -0.36, 0.20, 0.22, 0.21, 0.21, 0.23, 0.22, 0.24, 0.29]
}


[6]
{
  "formula": "C4H6ClN",
  "method": "ωB97M-V with the def2-TZVPD basis set",
  "total_energy_ev": -18256.9315,
  "smiles": "CC(C)(Cl)C#N",
  "homo_lumo_gap_ev": 11.21,
  "e_homo_ev": -11.364,
  "de_lowest_kj_mol": 49.2,
  "elements": ["C", "C", "C", "C", "N", "Cl", "H", "H", "H", "H", "H", "H"],
  "xyz": [[1.582, 0.032, -0.444], [0.159, 0.410, -0.149], [-0.013, 0.111, 1.336], [-0.712, -0.457, -1.047], [2.633, -0.376, -0.623], [-0.718, 2.187, -0.366], [0.289, -0.916, 1.536], [-1.048, 0.243, 1.638], [0.613, 0.776, 1.930], [-0.590, -0.164, -2.087], [-1.758, -0.341, -0.771], [-0.435, -1.505, -0.951]],
  "nbo_charge": [0.24, 0.02, -0.63, -0.63, -0.28, -0.11, 0.23, 0.23, 0.23, 0.23, 0.23, 0.23]
}


Please write out number 3 again, unchanged.
{
  "formula": "CHN3OS",
  "method": "ωB97M-V with the def2-TZVPD basis set",
  "total_energy_ev": -18400.5726,
  "homo_lumo_gap_ev": 8.65,
  "e_homo_ev": -10.074,
  "de_lowest_kj_mol": 539.5,
  "elements": ["C", "N", "N", "N", "O", "S", "H"],
  "xyz": [[0.091, -0.468, -0.769], [0.690, -1.267, -0.034], [0.852, -0.682, 1.267], [0.534, 0.459, 1.426], [-1.512, 1.593, 0.176], [-0.084, 1.229, 0.008], [-0.571, -0.865, -2.074]],
  "nbo_charge": [-0.09, -0.33, 0.06, -0.30, -0.88, 1.28, 0.27]
}